(1)
{
  "formula": "C19H39NO8",
  "method": "the ωB97M-V functional and the def2-TZVPD basis",
  "symbols": ["C", "C", "O", "C", "C", "C", "C", "C", "N", "C", "C", "C", "O", "C", "O", "O", "H", "H", "H", "H", "H", "H", "H", "H", "H", "H", "H", "H", "H", "H", "H", "H", "H", "H", "H", "H", "H", "H", "H", "C", "C", "O", "C", "C", "O", "H", "H", "H", "H", "H", "H", "H", "H", "C", "C", "O", "C", "C", "O", "H", "H", "H", "H", "H", "H", "H", "H"],
  "coordinates": [[-3.687890, 1.477549, 1.372244], [-2.603136, 2.540293, 1.477611], [-2.022871, 2.605027, 2.774662], [-1.137128, 1.540420, 3.067537], [0.035028, 2.044457, 3.915334], [-0.159852, 1.828832, 5.421038], [0.090390, 0.396305, 5.907669], [1.494395, -0.162819, 5.594319], [1.426220, -1.419976, 4.830225], [1.378239, -1.270659, 3.374898], [2.585216, -0.636826, 2.673188], [2.199874, -0.040929, 1.323674], [2.023213, -1.034714, 0.311142], [2.378887, -2.376497, 5.250097], [3.572965, -2.276120, 5.186340], [1.777482, -3.454319, 5.775566], [-4.397993, 1.607380, 2.194185], [-3.270739, 0.468138, 1.411897], [-4.226216, 1.588495, 0.426577], [-1.815358, 2.364038, 0.733037], [-3.031864, 3.528805, 1.296318], [-0.782890, 1.090578, 2.128609], [-1.682254, 0.754550, 3.614057], [0.957365, 1.573190, 3.562593], [0.131327, 3.115086, 3.712405], [0.490453, 2.515669, 5.974147], [-1.192969, 2.103949, 5.664124], [-0.067042, 0.363505, 6.990304], [-0.643994, -0.292444, 5.474410], [2.069012, 0.590107, 5.044763], [2.039498, -0.368610, 6.518279], [0.469918, -0.692338, 3.160611], [1.205611, -2.268525, 2.954361], [3.357003, -1.393339, 2.509937], [3.036704, 0.152788, 3.281318], [1.269451, 0.534529, 1.431741], [2.962300, 0.653807, 0.965649], [1.109046, -1.338549, 0.352027], [2.484750, -4.070027, 6.025540], [2.597659, -2.222026, -2.750550], [1.614391, -3.069112, -3.526352], [0.693007, -2.266733, -4.278509], [0.967864, -1.773018, -5.497790], [2.363154, -1.898234, -6.060509], [0.092153, -1.197706, -6.087610], [3.251473, -1.652535, -3.412757], [3.220666, -2.850878, -2.114612], [2.069506, -1.515968, -2.113661], [2.105517, -3.799016, -4.171024], [0.975322, -3.627729, -2.844234], [2.912888, -0.992139, -5.806015], [2.284475, -1.958086, -7.142589], [2.921042, -2.755988, -5.696552], [-3.426687, 0.433749, -6.425526], [-3.704435, 1.777611, -5.784622], [-3.715275, 1.701979, -4.353372], [-2.589775, 1.749695, -3.610601], [-1.247547, 1.733919, -4.300834], [-2.702294, 1.754433, -2.413756], [-2.433358, 0.058926, -6.176705], [-3.496695, 0.516239, -7.510736], [-4.158013, -0.299365, -6.085348], [-3.005706, 2.543477, -6.121839], [-4.704739, 2.123904, -6.040084], [-0.929669, 0.695410, -4.408065], [-0.535369, 2.253199, -3.664732], [-1.241706, 2.195187, -5.283446]],
  "forces_ev_per_angstrom": [[-0.02, 0.16, -0.04], [-0.15, -0.11, 0.07], [0.19, 0.11, -0.04], [-0.12, -0.15, 0.09], [-0.21, 0.05, -0.05], [0.04, 0.00, -0.08], [-0.03, -0.12, -0.05], [-0.13, 0.05, -0.05], [0.13, -0.02, 0.07], [-0.24, -0.17, -0.08], [0.08, 0.04, -0.14], [-0.20, 0.07, 0.09], [-0.18, 0.01, 0.10], [-0.22, 0.19, 0.04], [0.36, 0.05, -0.05], [-0.02, -0.24, -0.01], [0.05, -0.08, -0.07], [-0.05, 0.06, 0.03], [0.11, -0.07, 0.06], [-0.08, 0.05, -0.01], [0.08, -0.08, 0.02], [0.01, 0.09, 0.04], [0.08, -0.01, -0.11], [0.00, 0.05, 0.11], [0.03, -0.10, -0.04], [-0.04, -0.05, -0.04], [0.13, 0.05, 0.07], [-0.07, -0.01, -0.10], [0.07, 0.11, 0.01], [0.13, -0.05, 0.13], [-0.04, 0.08, -0.08], [0.12, 0.00, 0.01], [-0.05, 0.11, 0.04], [0.03, 0.12, 0.07], [-0.09, -0.06, 0.03], [0.15, 0.04, -0.03], [0.04, -0.17, -0.01], [0.15, -0.01, -0.03], [-0.06, 0.06, 0.00], [0.01, 0.08, -0.10], [0.06, -0.01, 0.12], [-0.10, -0.08, -0.04], [0.05, 0.03, 0.07], [-0.03, -0.14, -0.07], [-0.03, 0.10, -0.05], [0.02, -0.06, -0.02], [-0.01, -0.01, 0.01], [0.02, -0.01, 0.05], [0.00, 0.03, -0.04], [0.00, 0.01, 0.00], [0.01, 0.01, 0.01], [-0.02, 0.07, 0.00], [0.01, 0.03, 0.04], [0.05, -0.04, 0.09], [-0.01, -0.08, -0.08], [-0.02, 0.11, 0.03], [-0.03, -0.11, -0.04], [0.03, 0.11, 0.07], [0.07, 0.03, 0.02], [0.01, 0.02, -0.04], [-0.01, 0.01, -0.01], [-0.02, 0.01, -0.02], [0.02, 0.00, 0.01], [-0.01, -0.01, 0.03], [0.00, -0.01, -0.05], [-0.02, -0.06, 0.06], [-0.01, -0.05, -0.04]],
  "gap_ev": 9.561,
  "homo_energy_ev": -9.0,
  "relative_energy_ev": 0.0000,
  "total_charge": 0,
  "e_lumo_ev": 0.531
}

***

(2)
{
  "formula": "C19H40ClF6N5O6P3S2",
  "method": "the ωB97M-V functional and the def2-TZVPD basis",
  "symbols": ["C", "C", "C", "C", "C", "P", "O", "Cl", "N", "S", "C", "O", "O", "C", "P", "N", "O", "C", "F", "F", "C", "F", "F", "F", "C", "C", "C", "C", "F", "N", "C", "C", "C", "S", "C", "C", "N", "C", "P", "N", "O", "O", "H", "H", "H", "H", "H", "H", "H", "H", "H", "H", "H", "H", "H", "H", "H", "H", "H", "H", "H", "H", "H", "H", "H", "H", "H", "H", "H", "H", "H", "H", "H", "H", "H", "H", "H", "H", "H", "H", "H", "H"],
  "coordinates": [[2.670505, -2.003669, -4.328225], [2.536513, -1.258991, -2.886986], [1.286068, -0.292832, -2.531326], [0.747325, 0.337459, -3.935265], [0.118975, -0.841172, -1.448491], [-0.185931, -2.227943, -2.803509], [-1.650947, -1.689093, -3.732400], [-0.896576, -4.136227, -2.320613], [-1.090134, 0.053116, -1.240960], [-2.559588, -0.800191, -0.773831], [-4.015837, -0.462075, -1.969130], [-3.147867, -0.629834, 0.635047], [-2.504125, -2.323146, -0.666335], [-0.895944, 1.419494, -0.541208], [0.330796, 2.619382, -1.446267], [0.006563, 4.364582, -1.318163], [1.935905, 2.665624, -0.647957], [-2.209298, 2.387500, -0.505178], [-3.445035, 2.011783, 0.216276], [-1.966715, 3.565001, 0.437670], [-2.831129, 2.967744, -1.891056], [-2.876558, 4.482772, -1.934364], [-4.316804, 2.664849, -2.015845], [-2.294804, 2.521616, -3.173504], [-0.428838, 0.939918, 0.998052], [0.325226, 2.123057, 1.901465], [-0.521006, 2.632465, 3.234060], [0.483729, 2.526909, 4.568710], [-0.830444, 4.115142, 3.174770], [0.002104, -0.449853, 1.192506], [-0.502074, -1.257626, 2.296920], [-1.269870, -0.604029, 3.582274], [-1.897820, -1.902487, 4.433330], [-3.778253, -1.785250, 4.376958], [0.674295, -1.209761, 0.041104], [2.254390, -0.734642, 0.369175], [2.542212, -0.410866, 1.816894], [3.759873, 0.547392, 1.747601], [0.937594, -3.096753, 0.397515], [1.939815, -3.423664, 1.671506], [1.827220, -3.950338, -0.836207], [-0.450705, -4.050140, 0.761316], [3.813176, -2.324494, -4.472508], [2.087964, -3.045961, -4.353354], [2.395035, -1.395701, -5.278064], [2.857159, -2.030241, -2.061949], [3.539316, -0.589372, -2.944878], [1.875721, 0.613259, -2.086479], [1.652163, 0.994722, -4.363185], [0.476990, -0.385413, -4.800843], [-0.142841, 1.109891, -3.843186], [-1.437650, -1.850880, -4.709810], [-1.370715, 0.374209, -2.218455], [-4.299481, -1.479839, -2.504277], [-3.651784, 0.316263, -2.784489], [-4.957900, -0.116946, -1.367058], [0.498064, 4.844367, -2.103220], [0.348645, 4.767850, -0.415675], [2.572957, 3.130878, -1.296205], [-1.513558, 1.052118, 1.517951], [1.387717, 1.868834, 2.267672], [0.405534, 3.160957, 1.314743], [-1.555781, 2.129945, 3.391054], [-0.099115, 2.945230, 5.502821], [0.940894, 1.463074, 4.718433], [1.409098, 3.248084, 4.351239], [-1.342575, -1.991265, 1.870806], [0.351844, -1.852657, 2.885349], [-2.204317, 0.053779, 3.323715], [-0.497748, -0.111009, 4.307069], [-1.548137, -1.844627, 5.547394], [-1.606371, -2.937885, 3.917847], [-4.290240, -2.579896, 3.333126], [3.039295, -1.566822, 0.057161], [2.586562, 0.235746, -0.164306], [2.957130, -1.186443, 2.364712], [3.428829, 1.639353, 1.480597], [4.538253, 0.124396, 0.949233], [4.284725, 0.572712, 2.805005], [2.751766, -3.999247, 1.363957], [2.814874, -3.788264, -0.785770], [-0.308306, -4.973925, 0.377501]],
  "forces_ev_per_angstrom": [[0.40, -1.84, -0.24], [2.89, -0.43, -0.50], [1.27, 2.52, -0.49], [0.09, 1.28, -0.99], [1.38, -0.93, -0.02], [-1.98, -1.68, -2.19], [2.27, -0.29, 0.54], [0.05, 0.94, 0.02], [0.51, 3.12, -3.24], [-7.94, -8.01, 7.32], [-0.26, 0.63, -2.08], [2.37, 3.06, -3.49], [2.36, 3.55, -3.12], [0.50, 0.86, 4.22], [3.48, 2.43, -1.87], [0.51, -1.47, 0.89], [-1.12, -0.17, -1.40], [-3.22, 2.45, 4.01], [3.33, -0.45, -2.34], [0.61, -3.29, -3.35], [-4.05, 3.89, -3.27], [0.66, -5.61, 0.26], [5.11, 0.46, 0.55], [-1.01, 0.88, 4.19], [-2.96, 2.08, 2.58], [-0.14, 2.05, -0.09], [1.10, 0.39, 1.27], [-0.15, 0.96, -0.83], [0.69, -2.99, -0.44], [-1.02, -0.04, -2.70], [-1.92, -2.03, 2.25], [-0.01, -0.82, 0.45], [0.62, -0.30, -1.40], [-0.04, -0.41, -0.06], [1.71, 1.53, 1.72], [2.23, -0.65, -0.40], [1.99, 1.13, -0.88], [0.46, -0.02, 0.35], [3.33, -5.40, 4.07], [-1.36, 1.52, -1.97], [-1.15, 1.84, -0.14], [1.91, 0.95, -2.42], [-2.45, 0.89, 0.47], [1.11, 2.43, 0.00], [0.38, -0.88, 1.91], [-1.19, 1.53, -1.58], [-2.54, -0.90, 0.49], [-1.62, -1.63, -0.26], [-1.94, -1.47, 1.05], [0.51, 0.98, 1.83], [1.79, -1.66, 0.04], [-0.27, 0.31, 1.99], [0.47, -0.71, 0.45], [1.25, 1.99, 1.32], [-1.08, -1.58, 1.69], [2.35, -0.33, -0.71], [-0.66, -0.79, 0.67], [-0.65, -0.40, -0.93], [-1.65, -1.08, 1.22], [2.29, -0.78, -1.09], [-1.84, -0.01, -0.89], [-0.10, -2.39, 0.96], [1.92, 0.91, -0.37], [1.29, -1.08, -1.85], [-1.16, 1.91, -0.23], [-2.10, -1.47, 0.44], [1.98, 1.18, 0.88], [-1.51, 1.10, -1.98], [2.06, -1.08, 0.45], [-1.56, -0.51, -1.57], [-0.92, -0.30, -2.17], [-0.34, 2.33, 1.38], [1.33, 0.61, 0.91], [-1.68, 1.61, 0.23], [-1.21, -1.59, 0.43], [-1.08, -0.12, -1.01], [0.65, -2.12, 0.32], [-1.39, 1.16, 1.66], [-1.11, -0.08, -2.19], [-0.94, 0.66, 0.22], [-1.80, -0.04, 0.38], [-0.08, 1.66, 0.68]],
  "gap_ev": 6.328,
  "homo_energy_ev": -10.8,
  "total_charge": 1,
  "e_lumo_ev": -4.424
}

***

- Which formula does entry 2 have?
  C19H40ClF6N5O6P3S2